[1]
Molecular formula: C4H22NO10
Method: DFT, ωB97M-V/def2-TZVPD

Geometry as XYZ:
```
37
Properties=species:S:1:pos:R:3:forces:R:3
C -1.54131 0.78303 -0.74933 -0.42 -0.81 -1.53
O -2.11477 0.45025 -2.03118 -0.14 -0.47 -0.09
C -0.11375 1.23589 -0.95066 1.15 3.03 1.37
C 0.39276 1.81795 0.41005 -0.12 -1.29 0.53
C 0.07973 0.83888 1.56076 0.31 -0.22 0.20
O 0.74843 -0.23707 1.50680 0.35 -0.10 0.01
O -0.73355 1.10353 2.45840 -0.32 0.69 -0.29
N -0.02730 2.44863 -1.83105 -1.38 -0.70 1.10
H -2.19815 1.51543 -0.25382 0.81 -0.25 -0.29
H -1.59333 -0.16380 -0.21627 0.24 0.04 0.22
H -2.35688 1.23365 -2.52272 -0.07 0.38 0.19
H 0.69471 0.59430 -1.28087 -0.76 -1.29 -0.10
H -0.01767 2.80906 0.55598 0.04 0.09 0.15
H 1.48332 1.86536 0.44833 0.03 0.30 -0.40
H -0.48243 2.26859 -2.71123 0.83 0.11 -0.49
H 0.93593 2.73646 -1.80933 0.04 0.15 -0.92
H -0.12168 -2.72996 -2.20200 -0.03 0.29 -0.65
H 0.87422 -2.08747 -3.23111 -0.20 -0.15 0.25
O 0.24014 -2.80892 -3.10934 0.12 -0.18 -0.08
H 3.10459 0.18553 2.39010 0.00 0.09 0.08
H 2.44722 -0.85174 3.20529 -0.11 0.14 0.15
O 3.23181 -0.28768 3.22164 -0.02 -0.19 -0.24
H -1.65223 3.33037 0.57690 0.07 -0.03 0.03
H -2.74439 2.60046 1.34783 0.28 0.05 0.17
O -2.60484 3.27018 0.66894 -0.67 0.47 0.16
H 1.83422 -2.76788 0.71972 0.03 -0.29 -0.15
H 1.26875 -1.38566 0.53319 -0.67 0.09 -0.14
O 1.32587 -2.27440 0.06810 0.55 0.12 0.18
H 3.18351 -2.05559 -2.72397 0.05 -0.01 -0.10
H 2.19349 -1.71251 -1.63857 -0.17 -0.04 0.45
O 2.62465 -1.33627 -2.41859 0.22 0.13 -0.17
H -1.47828 -3.65842 -0.80272 -0.67 0.02 -0.38
H -0.47129 -2.77461 -0.26147 -0.04 0.96 -0.05
O -1.28536 -2.71260 -0.81058 0.66 -0.96 0.78
H -1.14240 -0.05597 4.30481 0.16 -0.17 -0.02
H -2.16449 -0.44670 3.36468 -0.03 -0.19 -0.22
O -1.81923 -0.74032 4.21332 -0.14 0.18 0.29
```
Positions in Å, forces in eV/Å.

Its net charge is -1. For the energy above the lowest of the compared OMol25 structures with the same formula, charge and spin, the calculation gives 47.0 kcal/mol. The value obtained for the total energy is -26472.788 eV. Its largest force on an atom is 0.0685 hartree/bohr. The calculation puts the molar mass at 244.2 g mol⁻¹. The calculation puts the highest occupied orbital energy at -6.020 eV. For the LUMO energy, the calculation gives 2.9 eV.

---

[2]
Molecular formula: C4H22NO10
Method: DFT, ωB97M-V/def2-TZVPD

Geometry as XYZ:
```
37
Properties=species:S:1:pos:R:3:forces:R:3
C -0.80870 1.16778 2.26290 -1.04 1.82 0.55
C -1.41229 1.77264 0.97244 -0.64 -1.35 -1.83
C -1.97035 0.70730 -0.03791 1.26 0.94 -0.16
O -0.96289 0.18731 -0.94104 -0.21 0.31 1.37
N 0.28253 0.38578 1.83335 -0.19 -0.56 0.06
C 1.55383 0.90340 1.82828 0.73 1.03 -0.23
O 1.70016 2.12418 2.36538 -0.23 0.02 0.24
O 2.48848 0.33175 1.29847 -0.39 -0.32 0.02
H -0.61199 2.03341 2.90706 0.70 -0.20 -0.04
H -1.59324 0.63974 2.80943 0.18 -0.75 -0.40
H -2.31068 2.38506 1.03641 0.34 0.41 1.27
H -0.64819 2.34898 0.44892 -0.04 0.18 0.02
H -2.62352 1.30762 -0.66119 -0.55 -0.54 -0.17
H -2.44249 -0.11490 0.49459 -0.44 0.07 -0.12
H 1.85805 -0.90894 -0.15582 1.36 -0.31 0.05
H 2.62577 2.39229 2.27416 0.02 -0.09 0.00
H -2.58667 -2.77831 2.49779 -0.03 -0.12 0.02
H -1.94430 -1.47648 2.13592 0.15 -0.22 0.02
O -2.77317 -1.83587 2.46839 -0.19 0.27 -0.05
H 0.11864 0.94273 -3.22599 0.62 0.38 -0.71
H -1.14507 0.39957 -2.93517 -0.48 0.11 -0.65
O -0.72523 0.86339 -3.68241 -0.12 -0.41 1.07
H 2.47397 -1.91765 -1.34156 0.68 0.35 0.70
H 2.22273 -1.05039 -3.38388 0.12 0.34 0.62
O 1.73759 -1.48403 -0.91536 -1.85 -0.16 -0.61
H -0.22072 0.08159 -0.33037 0.30 -0.61 -0.53
H 0.93285 -1.68126 -3.90492 -0.32 -0.02 0.22
O 1.79210 -1.34934 -4.17298 0.11 -0.28 -0.79
H 0.00672 -2.59674 -1.62087 0.51 -0.50 -0.38
H -1.22144 -1.96059 -1.85669 -0.84 0.41 -0.39
O -0.71692 -2.66651 -2.26388 0.46 0.21 0.70
H 0.60978 -1.67006 2.37171 0.90 1.12 -0.48
H -0.30612 -1.79630 3.63839 0.30 0.23 -0.05
O 0.01216 -2.21704 2.83608 -1.13 -1.67 0.66
H 2.83186 2.50071 -1.42616 0.63 0.31 -0.23
H 1.56057 1.81206 -1.51775 -0.27 -0.11 -0.58
O 2.21620 2.21708 -2.10574 -0.38 -0.26 0.83
```
Positions in Å, forces in eV/Å.

Its net charge is 0. For the energy above the lowest of the compared OMol25 structures with the same formula, charge and spin, the calculation gives 0.0 kcal/mol. The value obtained for the total energy is -26467.832 eV. Its multiplicity is 2. Its largest force on an atom is 0.0460 hartree/bohr. The calculation puts the molar mass at 244.2 g mol⁻¹. Its expectation value of S² is 0.7599. The calculation puts the highest occupied orbital energy (alpha / beta) at -10.409 / -10.408 eV. For the LUMO energy (alpha / beta), the calculation gives -0.4 / -4.0 eV.

---

[3]
Molecular formula: C4H22NO5S2
Method: DFT, ωB97M-V/def2-TZVPD

Geometry as XYZ:
```
34
Properties=species:S:1:pos:R:3:forces:R:3
N -1.71827 0.27019 -0.08114 2.43 0.38 0.43
C -0.81123 1.37111 -0.82587 -2.60 0.22 2.33
C -1.57972 1.77836 -2.03729 1.46 0.26 -2.37
C -0.80139 2.56760 0.16061 -0.55 1.35 -0.19
S 0.11800 2.20771 1.70097 1.11 0.39 -0.17
S 2.09150 2.90305 1.37932 -1.03 -1.49 -1.08
C 2.95686 1.33295 0.96067 -0.72 -1.39 1.43
H -1.21456 -0.64206 0.01190 -0.04 -0.13 -1.15
H -1.78943 0.48433 0.91479 -1.03 0.30 -0.20
H -2.58951 0.17495 -0.57788 -0.61 -0.23 0.27
H 0.13548 0.89907 -1.01833 0.08 0.12 -0.06
H -2.56414 2.21921 -1.94941 -0.18 -0.12 0.50
H -1.55480 0.98274 -2.78202 -0.74 -0.53 0.38
H -0.95712 2.45349 -2.65588 -0.27 0.32 0.78
H -0.56648 3.55121 -0.27099 1.10 -0.50 -0.31
H -1.81652 2.95061 0.44126 0.31 -1.23 0.37
H 2.27078 0.46631 0.85881 -0.26 0.94 -0.22
H 3.46805 1.00838 1.88344 0.54 0.55 -0.33
H 3.61350 1.31959 0.08913 0.12 0.89 0.20
H 2.86727 -2.16759 -0.16737 0.18 0.27 0.57
H 2.10466 -3.34901 0.21022 -0.02 0.00 0.50
O 2.21095 -2.42452 0.50628 0.98 -0.51 -1.69
H -2.36222 -1.98565 2.35696 -0.03 -0.10 -0.08
H -3.81597 -2.34460 2.38988 -0.21 0.13 -0.23
O -3.18831 -1.80843 1.88741 0.48 0.04 0.22
H 0.68827 -2.51626 3.03357 -0.53 -0.19 0.31
H 1.35699 -3.20433 1.94106 -1.23 -0.27 0.49
O 0.46139 -3.16935 2.35700 1.31 0.43 -0.15
H 0.70533 -2.26280 -0.66025 -0.16 0.50 0.24
H -0.58499 -2.83273 -0.14195 -0.21 0.16 0.06
O -0.22763 -2.03101 -0.55242 -0.45 -0.29 -0.20
H 0.48180 0.36020 -3.62747 0.09 0.14 0.01
H 1.76971 0.58247 -2.85826 -0.09 0.15 -0.21
O 0.84175 0.85479 -2.87677 0.77 -0.56 -0.46
```
Positions in Å, forces in eV/Å.

Its net charge is +2. The value obtained for the total energy is -37884.581 eV. Its multiplicity is 2. Its largest force on an atom is 0.0680 hartree/bohr. The calculation puts the molar mass at 228.4 g mol⁻¹. Its expectation value of S² is 0.7549. The calculation puts the highest occupied orbital energy (alpha / beta) at -16.799 / -16.799 eV. For the LUMO energy (alpha / beta), the calculation gives -8.0 / -11.6 eV.

---

[4]
Molecular formula: C4H22NO6
Method: DFT, ωB97M-V/def2-TZVPD

Geometry as XYZ:
```
33
Properties=species:S:1:pos:R:3:forces:R:3
C 0.68742 -1.73925 -1.66435 0.16 -1.26 -0.37
C -0.24817 -0.81997 -0.92548 0.67 -0.61 0.16
C 0.38079 0.52817 -0.61512 -0.74 0.71 0.28
C 1.54935 0.54320 0.37680 0.00 0.17 -0.56
O -0.66512 1.38121 -0.10104 0.16 -0.08 0.45
N -0.71959 -1.44026 0.36803 0.94 -0.63 0.06
H 0.79100 -1.53351 -2.72638 -0.09 0.58 0.01
H 1.69750 -1.80516 -1.26081 -0.02 0.27 0.19
H 0.32522 -2.77264 -1.67906 -0.17 0.05 0.22
H -1.18107 -0.69179 -1.45145 -0.12 0.35 -0.43
H 0.72436 0.96282 -1.55142 -0.05 -0.14 -0.16
H 2.40998 0.85122 -0.20745 0.41 -0.21 0.20
H 1.39525 1.35200 1.08332 -0.16 -0.16 0.16
H 1.76174 -0.39485 0.89021 -0.10 -0.01 0.02
H -1.02549 1.91474 -0.81685 0.07 -0.26 -0.18
H -1.12975 -0.67358 0.92155 -0.33 -0.70 0.36
H -1.34128 -2.24131 0.26047 -1.01 0.50 -0.28
H -0.04182 -1.96162 0.94136 0.59 0.95 -0.11
H 3.54119 -1.33111 -0.14209 0.08 0.12 0.04
H 4.71308 -0.44346 -0.58288 -0.03 -0.15 0.06
O 4.48106 -1.34806 -0.33861 0.04 0.04 -0.09
H 2.38548 3.73473 1.15976 -0.15 0.10 -0.13
H 1.33271 4.50596 0.35152 0.10 -0.10 0.09
O 1.60163 3.61481 0.60710 0.10 0.13 0.03
H -2.47603 -1.85866 2.28723 -0.01 -0.03 0.15
H -3.02910 -3.27523 2.29515 0.14 -0.15 0.04
O -2.21005 -2.78199 2.16813 -0.24 0.20 -0.17
H -2.82589 2.02399 -1.92347 -0.32 0.00 -0.52
H -2.43319 1.44509 -3.34199 -0.19 0.29 0.41
O -2.31890 1.34761 -2.38514 0.36 -0.19 -0.01
H -1.82385 0.98749 1.43288 -0.04 -0.50 -0.33
H -2.48814 0.78741 2.73254 -0.12 -0.66 0.19
O -2.22793 0.26163 1.95920 0.08 1.40 0.21
```
Positions in Å, forces in eV/Å.

Its net charge is +1. For the energy above the lowest of the compared OMol25 structures with the same formula, charge and spin, the calculation gives 6.5 kcal/mol. The value obtained for the total energy is -18274.230 eV. Its largest force on an atom is 0.0276 hartree/bohr. The calculation puts the molar mass at 180.2 g mol⁻¹. The calculation puts the highest occupied orbital energy at -14.061 eV. For the LUMO energy, the calculation gives -2.7 eV.